Density functional theory data (wB97M-V/def2-TZVPD) for 10 unconnected molecules or ions with the total composition C47H114N6O14.

```
! RIJCOSX wB97M-V def2-TZVPD def2/J DEFGRID3
* xyz 0 1
C 0.51 5.71 3.86
C 0.82 4.21 4.05
C 2.06 4.18 4.96
C -0.34 3.47 4.73
C -1.50 3.33 3.77
C -1.09 2.43 2.62
C 0.05 3.11 1.87
C 0.64 2.06 0.83
C -0.35 4.31 0.99
N 1.16 3.36 2.89
O 2.34 3.97 2.21
H -0.42 5.98 3.42
H 0.49 6.26 4.80
H 1.29 6.21 3.33
H 2.54 3.21 5.01
H 2.79 4.90 4.55
H 1.73 4.43 5.96
H 0.08 2.46 4.94
H -0.68 3.98 5.61
H -2.40 2.98 4.32
H -1.77 4.26 3.33
H -1.94 2.37 1.94
H -0.74 1.45 2.98
H 1.21 1.20 1.22
H 1.23 2.67 0.16
H -0.19 1.62 0.27
H -0.97 3.97 0.10
H 0.52 4.89 0.68
H -1.10 4.92 1.50
H 2.74 3.30 1.68
C -6.93 -0.89 0.03
C -7.18 -0.46 1.50
C -8.70 -0.53 1.62
C -6.49 -1.37 2.52
C -4.99 -1.14 2.77
C -4.78 0.37 3.06
C -5.33 1.25 1.90
C -5.14 2.73 2.39
C -4.45 1.02 0.66
N -6.72 0.92 1.80
O -7.30 1.81 0.72
H -5.97 -1.32 -0.05
H -7.62 -1.69 -0.12
H -7.04 -0.01 -0.63
H -9.07 -0.40 2.65
H -9.17 0.20 0.98
H -8.96 -1.59 1.28
H -7.04 -1.23 3.46
H -6.71 -2.41 2.17
H -4.53 -1.70 3.51
H -4.52 -1.42 1.84
H -3.68 0.57 3.06
H -5.24 0.61 4.00
H -5.87 2.95 3.18
H -5.32 3.37 1.50
H -4.10 2.86 2.75
H -3.51 1.55 0.82
H -4.94 1.51 -0.16
H -4.23 -0.03 0.35
H -7.80 2.45 1.28
C 7.83 -3.00 -0.85
C 7.34 -2.22 -2.13
C 8.37 -2.55 -3.28
C 5.90 -2.66 -2.38
C 5.08 -1.71 -3.22
C 5.20 -0.24 -2.78
C 6.62 0.22 -2.63
C 7.25 0.47 -3.97
C 6.54 1.49 -1.83
N 7.31 -0.78 -1.73
O 8.70 -0.38 -1.54
H 7.67 -4.05 -1.06
H 8.89 -2.74 -0.71
H 7.21 -2.69 0.05
H 9.00 -1.70 -3.47
H 8.94 -3.43 -3.04
H 7.81 -2.85 -4.19
H 5.89 -3.69 -2.78
H 5.41 -2.67 -1.36
H 5.32 -1.73 -4.28
H 4.01 -1.92 -3.24
H 4.66 -0.12 -1.87
H 4.72 0.46 -3.46
H 6.73 1.28 -4.58
H 7.30 -0.49 -4.48
H 8.28 0.81 -3.87
H 7.49 1.99 -1.68
H 6.20 1.19 -0.84
H 5.81 2.17 -2.24
H 8.78 -0.19 -0.58
C 3.37 3.18 -3.52
O 4.03 4.09 -2.72
C 3.19 4.65 -1.79
C 3.97 5.73 -1.08
C 5.13 5.06 -0.46
N 3.17 6.46 -0.13
H 2.91 2.46 -2.88
H 4.17 2.71 -4.13
H 2.70 3.74 -4.22
H 2.25 4.97 -2.27
H 2.95 3.92 -0.96
H 4.39 6.48 -1.75
H 5.53 5.91 0.16
H 5.82 4.66 -1.24
H 4.81 4.28 0.28
H 3.64 7.28 0.23
H 2.79 5.86 0.62
C -4.99 -3.34 -2.69
O -5.95 -4.01 -1.91
C -7.27 -3.81 -2.35
C -8.14 -5.06 -2.19
C -7.97 -5.71 -0.83
N -7.86 -6.05 -3.29
H -5.13 -2.23 -2.74
H -4.89 -3.74 -3.65
H -3.99 -3.44 -2.23
H -7.68 -2.97 -1.66
H -7.34 -3.44 -3.41
H -9.18 -4.81 -2.31
H -6.98 -6.11 -0.71
H -8.60 -6.60 -0.81
H -8.06 -5.01 0.03
H -6.88 -6.28 -3.26
H -8.09 -5.67 -4.16
C -0.77 -0.73 -1.63
O 0.39 -1.10 -0.99
C 0.33 -2.23 -0.25
C 1.63 -2.99 -0.30
C 1.88 -3.50 -1.75
N 1.46 -4.11 0.75
H -1.64 -0.74 -0.97
H -1.01 -1.43 -2.54
H -0.65 0.24 -2.12
H 0.17 -1.90 0.81
H -0.43 -2.86 -0.57
H 2.46 -2.37 -0.07
H 1.18 -4.35 -2.06
H 2.84 -3.70 -2.11
H 1.51 -2.60 -2.39
H 2.14 -4.87 0.63
H 1.64 -3.64 1.61
O -1.79 -2.42 2.19
C -1.26 -1.49 3.26
C 0.07 -1.91 3.90
O 1.19 -1.96 3.01
H -1.23 -3.24 2.18
H -1.00 -0.54 2.74
H -1.98 -1.39 4.02
H -0.02 -2.93 4.22
H 0.35 -1.21 4.70
H 1.49 -1.11 2.64
O 2.23 0.70 3.45
C 3.58 0.50 3.49
C 4.14 0.60 2.08
O 3.34 -0.34 1.39
H 2.11 1.65 3.21
H 4.05 1.24 4.17
H 3.73 -0.56 3.81
H 5.20 0.41 2.03
H 3.96 1.65 1.65
H 2.99 -0.11 0.53
O 2.02 0.78 -5.00
C 0.73 0.62 -4.34
C -0.37 1.21 -5.21
O -0.25 2.63 -5.34
H 2.08 0.17 -5.71
H 0.50 -0.39 -3.99
H 0.78 1.25 -3.41
H -1.42 0.97 -4.89
H -0.33 0.78 -6.21
H 0.55 2.84 -4.87
O -1.31 -4.96 1.09
C -2.15 -5.20 0.01
C -3.55 -4.57 0.28
O -3.49 -3.15 0.15
H -0.41 -4.93 0.82
H -1.72 -4.57 -0.85
H -2.29 -6.29 -0.25
H -3.99 -4.85 1.23
H -4.27 -4.86 -0.49
H -2.86 -2.80 0.83
*
```

Output
**SMILES string**: CC1(C)CCCC(C)(C)N1O.CC1(C)CCCC(C)(C)N1O.CC1(C)CCCC(C)(C)N1O.COC[C@H](C)N.COC[C@H](C)N.COC[C@H](C)N.OCCO.OCCO.OCCO.OCCO
**DFT total energy**: -3240.73101 Eh
**HOMO energy**: -0.3165 Eh
**Energy relative to the best compared isomer or geometry (same formula, charge and spin)**: 0.00 kcal per mole

Mulliken population analysis, charges in e, atoms 1 to 4:
1 C -1.89
2 C 1.52
3 C -1.82
4 C -1.34